No. 1
{"formula": "C3H8N2O2", "method": "the ωB97M-V functional and the def2-TZVPD basis", "species": ["N", "C", "O", "N", "C", "C", "O", "H", "H", "H", "H", "H", "H", "H", "H"], "xyz": [[2.28279, 0.70171, -1.00162], [0.94579, 0.67406, -0.64400], [0.33097, 1.69940, -0.36383], [0.38397, -0.56822, -0.64029], [-1.00709, -0.78643, -0.25917], [-1.28896, -0.43803, 1.20723], [-1.61631, 0.90814, 1.41678], [2.70379, 1.59753, -0.79903], [2.84397, -0.08341, -0.70232], [0.86681, -1.30553, -1.12813], [-1.20673, -1.84877, -0.43015], [-1.68628, -0.20515, -0.89595], [-0.41325, -0.75569, 1.80108], [-2.14754, -1.02499, 1.55301], [-0.99194, 1.43537, 0.88640]], "mulliken_charge": [-0.518, 0.613, -0.702, -0.222, -0.599, -0.446, -0.551, 0.270, 0.234, 0.236, 0.400, 0.276, 0.255, 0.313, 0.441], "e_above_lowest_ev": 0.244, "lumo_energy_ev": 0.66, "smiles": "NC(=O)NCCO", "homo_ev": -9.8, "gap_ha": 0.383}



No. 2
{"formula": "C13H32AgO7P3", "method": "the ωB97M-V functional and the def2-TZVPD basis", "species": ["Ag", "O", "P", "O", "O", "O", "P", "O", "O", "O", "H", "H", "C", "C", "C", "P", "C", "C", "C", "C", "C", "C", "H", "H", "H", "H", "H", "H", "H", "H", "H", "H", "H", "H", "H", "H", "H", "H", "H", "H", "H", "H", "H", "C", "C", "C", "C", "H", "H", "H", "H", "H", "H", "H", "H", "H"], "xyz": [[0.41872, -0.48778, -1.81480], [1.61708, -3.02901, -0.85240], [1.79991, -3.00355, -2.46287], [2.35976, -4.29238, -2.94605], [2.41022, -1.68996, -2.85200], [0.19113, -2.96969, -2.96395], [-1.17556, -3.00929, -2.09394], [-2.08664, -3.98284, -3.03918], [-0.89309, -3.73924, -0.80754], [-1.83259, -1.66609, -2.06270], [0.74655, -3.44864, -0.60617], [-1.69428, -4.86655, -2.97382], [0.74771, -2.82544, 2.43703], [0.58814, -1.31512, 2.65209], [-0.25818, -1.03268, 3.89139], [0.06899, -0.48760, 1.05128], [0.88281, 1.17205, 1.22184], [2.37514, 1.03679, 0.89919], [0.65430, 1.94492, 2.51438], [-1.71493, -0.07134, 1.36257], [-2.54010, -1.36263, 1.23958], [-2.19046, 0.95654, 0.32836], [1.20144, -3.29574, 3.31854], [1.37303, -3.03682, 1.56968], [-0.22167, -3.30173, 2.25896], [1.58901, -0.90952, 2.83106], [-1.25235, -1.48159, 3.80120], [-0.38905, 0.03417, 4.08214], [0.22251, -1.47606, 4.77173], [0.42645, 1.72133, 0.39575], [2.89052, 0.43238, 1.65503], [2.85658, 2.02118, 0.87834], [2.52704, 0.56521, -0.07130], [1.15422, 1.46069, 3.36206], [-0.41182, 2.04247, 2.75489], [1.06906, 2.95655, 2.42022], [-1.82941, 0.34611, 2.36620], [-2.37622, -1.82824, 0.26292], [-3.61016, -1.13823, 1.33739], [-2.27828, -2.10018, 2.00408], [-1.91493, 0.64726, -0.68462], [-1.76545, 1.94797, 0.50986], [-3.28251, 1.04284, 0.36602], [-0.61299, 3.91593, -3.14434], [0.00708, 2.92550, -2.15385], [1.25374, 3.57153, -1.54520], [0.33896, 1.57477, -2.78809], [-0.90789, 4.86474, -2.65938], [-1.50154, 3.48209, -3.61582], [0.10975, 4.14706, -3.93912], [-0.73140, 2.78936, -1.35025], [1.98090, 3.77399, -2.34342], [1.73964, 2.90306, -0.83209], [1.02857, 4.52255, -1.04147], [1.27355, 1.69771, -3.35883], [-0.43103, 1.35120, -3.54058]], "mulliken_charge": [0.323, -0.417, 0.634, -0.859, -0.631, -0.230, 0.663, -0.587, -0.786, -0.656, 0.407, 0.297, -1.388, 0.384, -1.691, 1.466, 1.971, -1.825, -1.860, 0.662, -1.457, -1.572, 0.469, 0.212, 0.258, 0.264, 0.278, 0.292, 0.461, -1.198, 0.393, 0.502, 0.355, 0.277, 0.360, 0.436, 0.416, 0.092, 0.478, 0.228, 0.177, 0.237, 0.523, -1.772, 2.266, -1.519, -1.771, 0.398, 0.436, 0.333, -0.558, 0.479, 0.220, 0.290, 0.368, 0.476], "lumo_energy_ev": 4.70, "charge": -2, "homo_ev": -0.7, "gap_ha": 0.199}



No. 3
{"formula": "C42H32CeN2OP2S", "method": "the ωB97M-V functional and the def2-TZVPD basis", "species": ["Ce", "O", "S", "C", "C", "C", "C", "C", "C", "P", "C", "C", "C", "C", "C", "C", "C", "C", "C", "C", "C", "C", "C", "C", "C", "C", "C", "C", "P", "C", "C", "C", "C", "C", "C", "C", "C", "C", "C", "C", "C", "H", "H", "H", "H", "H", "H", "H", "H", "H", "H", "H", "H", "H", "H", "H", "H", "H", "H", "H", "H", "H", "H", "H", "H", "H", "H", "H", "H", "N", "C", "C", "C", "C", "C", "N", "C", "H", "H", "H", "H"], "xyz": [[-0.27885, -1.54527, -0.88814], [-0.64636, -1.03395, 1.25925], [-0.72308, 0.22915, 2.11331], [0.45285, -0.11034, 3.38896], [0.24336, 0.16419, 4.73060], [1.29397, -0.12679, 5.58071], [2.49174, -0.61346, 5.13063], [2.72770, -0.66901, 3.72701], [1.71335, -0.41225, 2.82412], [2.18374, -0.29109, 0.97281], [3.95161, 0.18447, 0.89394], [5.08297, -0.66873, 0.92183], [6.40937, -0.16507, 0.79988], [6.55129, 1.24219, 0.69534], [5.42482, 2.09188, 0.80020], [4.15298, 1.58950, 0.79474], [2.29785, -1.94293, 0.19878], [2.84926, -1.98659, -1.09831], [2.63354, -3.08674, -1.87402], [2.01347, -4.20014, -1.37047], [1.56601, -4.26546, -0.08886], [1.68076, -3.10593, 0.70754], [-2.41243, 0.21435, 2.57493], [-2.94870, -0.34313, 3.73922], [-4.34111, -0.53452, 3.79713], [-5.16875, -0.02531, 2.80960], [-4.64192, 0.59089, 1.68490], [-3.26314, 0.70205, 1.53156], [-2.55491, 0.97895, -0.06532], [-3.07246, -0.41812, -0.98536], [-2.81055, -0.39484, -2.35537], [-2.46369, -1.58039, -3.02337], [-2.49580, -2.78786, -2.36467], [-2.88876, -2.87636, -1.03208], [-3.16371, -1.68718, -0.32240], [-3.08327, 2.46926, -0.77277], [-2.22916, 3.56804, -0.52976], [-2.62059, 4.88002, -0.74341], [-3.87209, 5.07393, -1.29605], [-4.69647, 4.04235, -1.63043], [-4.31595, 2.71821, -1.35035], [-0.67805, 0.59477, 5.10410], [1.14515, -0.05088, 6.66678], [3.26231, -0.91056, 5.78724], [3.73065, -0.97114, 3.45449], [4.93192, -1.70654, 1.19224], [7.25565, -0.82524, 0.78286], [7.52820, 1.74769, 0.68057], [5.58518, 3.14431, 0.76483], [3.29273, 2.22147, 0.83102], [3.39038, -1.05824, -1.41703], [3.00078, -3.15714, -2.91524], [2.00508, -5.06377, -2.02667], [1.00949, -5.14567, 0.24400], [1.34983, -3.09727, 1.73877], [-2.34716, -0.77113, 4.52011], [-4.73963, -1.05668, 4.69349], [-6.23115, -0.12117, 2.87638], [-5.29489, 0.97570, 0.94617], [-2.78130, 0.53944, -2.85632], [-2.12272, -1.56432, -4.05206], [-2.31045, -3.68460, -2.92890], [-2.96993, -3.85022, -0.53049], [-3.31922, -1.65692, 0.74982], [-1.26531, 3.31965, -0.02902], [-1.94891, 5.74559, -0.58491], [-4.26651, 6.10276, -1.49377], [-5.64344, 4.24905, -2.05479], [-4.98816, 1.90359, -1.59812], [2.27613, -1.26345, -6.70234], [1.76129, -0.64089, -5.85517], [1.25938, 0.05162, -4.76406], [1.08431, 1.44488, -4.78164], [0.72037, 2.16757, -3.63770], [0.39306, 1.42306, -2.49933], [0.60645, 0.08646, -2.42423], [0.98445, -0.53283, -3.51842], [1.31722, 1.98907, -5.70241], [0.61632, 3.20850, -3.59030], [0.15554, 1.91371, -1.58142], [1.21607, -1.56824, -3.37435]], "mulliken_charge": [1.008, -0.473, 1.364, 0.469, -0.351, -0.790, -1.036, -0.425, -0.299, 1.092, 0.342, 0.020, -0.842, -0.472, -0.676, -0.661, -0.265, -0.089, -0.861, -0.446, -0.912, -0.104, 0.593, -0.780, -0.799, -0.872, -0.575, -0.118, 1.617, 0.265, -0.663, -1.032, -0.508, -0.748, -0.564, 0.787, -0.639, -0.901, -0.352, -0.911, -0.100, 0.707, 0.394, 0.542, 0.430, 0.454, 0.452, 0.387, 0.458, 0.387, 0.437, 0.514, 0.496, 0.538, 0.499, 0.604, 0.430, 0.471, 0.560, 0.670, 0.564, 0.568, 0.551, 0.289, 0.195, 0.416, 0.358, 0.503, 0.422, -0.367, -0.315, -0.377, -0.350, -1.226, -0.069, 0.457, 0.381, 0.536, 0.633, 0.495, 0.613], "lumo_energy_ev": [-8.68, -8.67], "spin_multiplicity": 2, "s2": 0.7508, "charge": 3, "homo_ev": [-16.0, -16.0], "gap_ha": [0.269, 0.270]}



No. 4
{"formula": "C28H82BN12O4P4", "method": "the ωB97M-V functional and the def2-TZVPD basis", "species": ["C", "B", "O", "P", "C", "C", "C", "C", "N", "C", "N", "N", "C", "C", "C", "C", "H", "H", "H", "H", "H", "H", "H", "H", "H", "H", "H", "H", "H", "H", "H", "H", "H", "H", "H", "H", "H", "H", "H", "H", "H", "H", "H", "H", "O", "P", "N", "C", "C", "N", "C", "C", "N", "C", "C", "H", "H", "H", "H", "H", "H", "H", "H", "H", "H", "H", "H", "H", "H", "H", "H", "H", "H", "O", "P", "N", "C", "C", "N", "C", "C", "N", "C", "C", "H", "H", "H", "H", "H", "H", "H", "H", "H", "H", "H", "H", "H", "H", "H", "H", "H", "H", "O", "P", "N", "C", "C", "N", "C", "C", "N", "C", "C", "H", "H", "H", "H", "H", "H", "H", "H", "H", "H", "H", "H", "H", "H", "H", "H", "H", "H"], "xyz": [[-1.12296, 1.63396, -2.18721], [-2.45164, 2.50893, -2.24030], [-2.95982, 2.85945, -1.00752], [-3.37482, 3.06824, -3.88916], [-4.39995, 3.43194, -5.48250], [-5.75167, 4.16641, -5.31982], [-6.70181, 3.63579, -4.21872], [-6.88004, 4.60256, -3.05008], [-8.17908, 4.36074, -2.35288], [-9.21270, 5.23710, -2.77615], [-10.31032, 4.74466, -3.19045], [-9.01089, 6.64627, -2.73293], [-1.98936, 4.39377, -4.27250], [-2.02482, 5.65940, -3.37631], [-1.80547, 6.89063, -4.29103], [-0.86867, 5.68859, -2.33618], [-0.75128, 1.47813, -3.20075], [-0.39229, 2.25239, -1.65326], [-1.24872, 0.68921, -1.65545], [-3.56553, 3.60391, -1.12300], [-4.16043, 4.05166, -3.07469], [-4.35310, 1.95788, -3.59785], [-2.58906, 2.08436, -4.68802], [-4.64631, 2.45083, -5.90559], [-3.83554, 3.96807, -6.25217], [-6.28903, 4.02623, -6.26515], [-5.63238, 5.24917, -5.20905], [-7.70183, 3.56458, -4.66118], [-6.44387, 2.64126, -3.86466], [-6.81378, 5.61943, -3.44911], [-6.08946, 4.48917, -2.31239], [-8.01586, 4.47808, -1.35958], [-10.94931, 5.49823, -3.44254], [-8.08854, 6.87258, -2.38801], [-9.13559, 7.03642, -3.65641], [-1.94565, 4.72087, -5.31474], [-1.03198, 3.90018, -4.07333], [-2.98037, 5.81111, -2.86874], [-0.76014, 6.90581, -4.61274], [-2.00594, 7.83489, -3.77594], [-2.38754, 6.79208, -5.20900], [-1.25275, 5.82352, -1.32268], [-0.25817, 4.78780, -2.37734], [-0.19477, 6.52472, -2.53941], [2.12835, -1.74458, -0.59482], [1.87411, -1.91418, 0.87274], [0.44991, -2.88167, 0.82285], [-0.64337, -2.86527, 1.76745], [0.59084, -4.16723, 0.15132], [1.56041, -0.25410, 1.28274], [0.21811, 0.22623, 1.57687], [2.16285, 0.71311, 0.36152], [2.33695, -2.27445, 2.46335], [2.79746, -3.63551, 2.71519], [2.13454, -1.48538, 3.66419], [-0.40737, -3.34418, 2.73274], [-1.49417, -3.40083, 1.34261], [-1.01193, -1.86464, 1.96292], [1.14635, -4.90011, 0.75561], [1.11183, -4.04211, -0.79951], [-0.38754, -4.59328, -0.07534], [-0.48268, 0.05712, 0.75065], [0.24082, 1.29727, 1.78694], [-0.18610, -0.20907, 2.49273], [1.56724, 0.82131, -0.55101], [3.17207, 0.42281, 0.07454], [2.23259, 1.69453, 0.83722], [1.97436, -4.29421, 3.02194], [3.55504, -3.65852, 3.50112], [3.25705, -4.06264, 1.82189], [1.11432, -1.57277, 4.03967], [2.37629, -0.43748, 3.51207], [2.79915, -1.82804, 4.46408], [0.16384, -1.46549, 6.27335], [0.55485, -1.74012, 7.69304], [-0.74496, -2.76230, 8.16950], [-1.34382, -2.85402, 9.48069], [-0.87928, -3.99951, 7.40552], [0.42003, -0.11387, 8.30999], [-0.68688, 0.28315, 9.16291], [0.58772, 0.91787, 7.28339], [1.64823, -2.17098, 8.91421], [2.19111, -3.52615, 8.85080], [1.96192, -1.46293, 10.13762], [-0.72010, -3.38200, 10.22099], [-2.28576, -3.39995, 9.40890], [-1.61246, -1.88503, 9.88710], [-0.11203, -4.74080, 7.66860], [-0.80529, -3.79433, 6.33682], [-1.85612, -4.45342, 7.57568], [-1.66655, 0.12793, 8.69140], [-0.59138, 1.34147, 9.41511], [-0.66478, -0.22730, 10.12663], [-0.32164, 1.06423, 6.69035], [1.39742, 0.67062, 6.60117], [0.83730, 1.86811, 7.76184], [1.58348, -4.23540, 9.42633], [3.20921, -3.56365, 9.24081], [2.23592, -3.87844, 7.81907], [1.19099, -1.61644, 10.89969], [2.10104, -0.39933, 9.97128], [2.90605, -1.82744, 10.55102], [4.22419, -0.85413, -5.20511], [5.00825, -2.12612, -5.13198], [4.01467, -3.14600, -6.10210], [3.80742, -4.56445, -5.93809], [3.82646, -2.70734, -7.48049], [4.86935, -2.42552, -3.42357], [3.99965, -3.46962, -2.90430], [4.63152, -1.21695, -2.62566], [6.43613, -3.04742, -5.22731], [7.09310, -3.09626, -6.52978], [6.97984, -3.96887, -4.25451], [4.66655, -5.18190, -6.25277], [2.95220, -4.87613, -6.54025], [3.54602, -4.83333, -4.91990], [4.71880, -2.87556, -8.10095], [3.58427, -1.64463, -7.50887], [2.99215, -3.23637, -7.94282], [2.95209, -3.34107, -3.20370], [4.04181, -3.46909, -1.81381], [4.34152, -4.46660, -3.19313], [3.58492, -0.90585, -2.65346], [5.24368, -0.38649, -2.97261], [4.89385, -1.40827, -1.58262], [6.74660, -3.94681, -7.13089], [8.17646, -3.18010, -6.42480], [6.90105, -2.18304, -7.09523], [6.46352, -4.93444, -4.27977], [6.94523, -3.56602, -3.24682], [8.03635, -4.15913, -4.46633]], "mulliken_charge": [-0.793, 0.741, -0.662, 0.974, -1.295, -0.666, -0.576, -0.351, -0.333, 0.434, -0.682, -0.670, -2.154, 1.308, -1.824, -1.373, 0.177, 0.193, 0.269, 0.308, -0.983, -0.199, -0.221, 0.444, 0.399, 0.316, 0.382, 0.349, 0.332, 0.053, 0.333, 0.312, 0.251, 0.335, 0.252, 0.530, 0.665, 0.231, 0.451, 0.415, 0.402, 0.224, 0.237, 0.462, -0.804, 0.428, 0.292, -0.883, -0.912, 0.283, -1.266, -0.936, 0.239, -1.107, -0.967, 0.230, 0.435, 0.158, 0.299, 0.095, 0.398, 0.361, 0.426, 0.306, 0.246, 0.315, 0.349, 0.300, 0.376, 0.299, 0.450, 0.296, 0.302, -0.801, 0.607, 0.180, -0.818, -0.918, 0.214, -1.194, -1.041, 0.188, -1.061, -0.880, 0.225, 0.396, 0.161, 0.297, 0.146, 0.396, 0.331, 0.405, 0.303, 0.333, 0.327, 0.311, 0.290, 0.386, 0.301, 0.260, 0.268, 0.380, -0.809, 0.619, 0.125, -0.791, -1.023, 0.185, -1.094, -1.105, 0.164, -1.076, -0.874, 0.204, 0.412, 0.166, 0.305, 0.278, 0.375, 0.321, 0.218, 0.416, 0.327, 0.448, 0.302, 0.299, 0.368, 0.335, 0.263, 0.270, 0.373], "lumo_energy_ev": 1.54, "charge": -1, "homo_ev": -2.6, "gap_ha": 0.153}



| no. | total energy (eV) |
| --- | --- |
| 1 | -10316.70844 |
| 2 | -60206.76500 |
| 3 | -91417.49206 |
| 4 | -94264.66583 |